1.
Molecular formula: C7H12N3
Method: DFT, the ωB97M-V functional and the def2-TZVPD basis

The SMILES is C/C=N/C(=[NH2+])CC=C=CN. The LUMO energy is -3.8 eV. The calculation puts the calculated total energy at -11914.4878 eV. As for the HOMO energy: -11.550 eV. As for the net charge: +1. For the energy above the lowest of the compared OMol25 structures with the same formula, charge and spin, the calculation gives 4.053 eV. For the HOMO-LUMO gap, the calculation gives 7.8 eV.

Structure (XYZ):
```
22
Properties=species:S:1:pos:R:3:forces:R:3
C -0.945 -2.109 2.008 -1.012 -4.371 -0.750
C -0.347 -1.175 1.139 1.075 3.605 -1.631
N -0.201 0.078 1.399 0.907 -0.461 0.789
C 0.068 1.303 1.020 0.096 -1.513 0.175
N 1.103 2.090 1.465 -0.891 -1.444 -0.567
C -0.927 1.839 0.065 1.910 -0.442 -2.439
C -0.536 1.525 -1.476 1.800 -3.076 3.527
C 0.332 0.583 -1.789 -0.777 1.179 -0.196
C 1.107 -0.384 -2.238 1.559 3.778 0.658
N 0.792 -1.645 -2.188 -0.242 -4.387 -0.603
H -1.817 -2.639 1.442 1.315 0.978 0.981
H -1.258 -1.753 2.935 -0.607 0.801 1.388
H -0.238 -2.985 2.197 -0.669 1.092 -0.322
H -0.032 -1.467 0.128 0.255 -0.237 0.411
H 1.432 2.793 0.809 -0.357 0.074 0.330
H 1.799 1.775 2.145 -0.516 -0.230 -0.521
H -1.958 1.665 0.262 -0.577 -0.412 0.361
H -0.702 2.831 0.072 -0.337 3.326 0.270
H -1.060 2.092 -2.134 -1.585 1.521 -1.975
H 2.171 -0.199 -2.496 -0.803 0.164 0.155
H 1.367 -2.266 -2.748 -0.441 -0.032 0.262
H -0.148 -1.955 -2.016 -0.103 0.087 -0.301
```
Positions in Å, forces in eV/Å.

2.
Molecular formula: C7H12N3
Method: DFT, the ωB97M-V functional and the def2-TZVPD basis

The SMILES is CC1=CCC([NH3+])=NN=C1C. The LUMO energy is -3.8 eV. The calculation puts the calculated total energy at -11914.0619 eV. As for the HOMO energy: -12.694 eV. As for the net charge: +1. For the energy above the lowest of the compared OMol25 structures with the same formula, charge and spin, the calculation gives 4.479 eV. For the HOMO-LUMO gap, the calculation gives 8.9 eV.

Structure (XYZ):
```
22
Properties=species:S:1:pos:R:3:forces:R:3
C 0.136 -1.488 -1.794 0.251 -3.502 -2.485
C -0.044 -0.500 -0.764 -1.627 -0.558 3.229
C -0.782 -0.809 0.395 1.060 2.449 -1.816
C -1.231 0.300 1.341 0.325 -0.473 0.203
C 0.079 0.785 1.888 0.340 -0.139 -1.666
N 0.630 0.317 3.190 -2.093 -0.226 1.107
N 0.995 1.328 1.196 -0.616 -0.635 2.365
N 0.882 1.664 -0.067 0.463 0.029 -0.819
C 0.577 0.756 -0.955 0.178 2.450 -0.976
C 1.061 1.238 -2.325 -1.819 -3.036 1.901
H -0.734 -1.882 -2.390 0.172 0.956 0.904
H 0.493 -2.417 -1.344 0.046 -0.130 0.206
H 0.873 -1.344 -2.599 -0.068 0.711 0.597
H -1.146 -1.774 0.557 -0.484 -1.472 0.081
H -1.692 1.074 0.732 -0.004 0.390 0.216
H -1.916 0.028 2.165 0.175 -0.206 -0.673
H 0.060 -0.482 3.696 1.991 1.393 -1.614
H 0.546 1.105 3.829 0.112 0.220 0.354
H 1.620 0.257 2.944 0.283 -0.936 0.680
H 0.391 1.040 -3.086 -1.761 -0.223 -1.534
H 1.886 0.665 -2.588 2.052 -0.687 -0.312
H 1.226 2.216 -2.207 1.023 3.625 0.052
```
Positions in Å, forces in eV/Å.

3.
Molecular formula: C7H12N3
Method: DFT, the ωB97M-V functional and the def2-TZVPD basis

The SMILES is C=[NH+]/C=C(C)/C=C\N=C/N. The LUMO energy is -4.7 eV. The calculation puts the calculated total energy at -11914.1676 eV. As for the HOMO energy: -11.145 eV. As for the net charge: +1. For the energy above the lowest of the compared OMol25 structures with the same formula, charge and spin, the calculation gives 4.374 eV. For the HOMO-LUMO gap, the calculation gives 6.5 eV.

Structure (XYZ):
```
22
Properties=species:S:1:pos:R:3:forces:R:3
C -1.078 -2.862 1.407 1.558 3.921 -1.079
N -0.267 -1.758 1.421 -2.191 -2.827 2.635
C -0.102 -0.684 0.524 1.223 0.380 1.282
C -0.046 -0.745 -0.861 -0.855 0.899 -0.394
C -0.657 -1.844 -1.749 2.706 -1.729 0.207
C 0.559 0.355 -1.624 0.437 -1.434 -0.126
C 1.276 1.418 -1.080 -1.976 -0.797 -0.091
N 1.173 1.860 0.151 1.555 -0.582 -0.060
C 0.904 2.621 1.108 -0.853 1.364 -1.002
N -0.094 3.534 1.042 -0.532 0.393 -0.030
H -1.107 -3.652 2.103 0.713 -0.277 1.253
H -1.866 -2.893 0.694 -0.033 0.004 -0.977
H 0.152 -1.581 2.420 -0.487 -0.595 -2.746
H 0.363 0.150 1.135 -0.649 -1.168 -1.446
H 0.084 -1.936 -2.574 -0.394 -0.195 0.434
H -1.514 -1.533 -2.266 -1.533 0.713 -0.253
H -0.819 -2.930 -1.402 0.297 1.925 0.118
H 0.706 0.178 -2.733 -0.200 0.206 1.608
H 1.931 1.899 -1.773 0.433 0.787 -0.135
H 1.505 2.696 2.003 0.002 -0.540 0.389
H -0.469 3.992 1.852 0.399 0.037 0.270
H -0.634 3.716 0.201 0.380 -0.486 0.143
```
Positions in Å, forces in eV/Å.

4.
Molecular formula: C7H12N3O2
Method: DFT, the ωB97M-V functional and the def2-TZVPD basis

The SMILES is C/C=C/[C@]1(C(N)=O)[NH2+][C@@H]1C(N)=O. The LUMO energy is -3.9 eV. The calculation puts the calculated total energy at -16009.5927 eV. As for the HOMO energy: -13.008 eV. As for the net charge: +1. For the energy above the lowest of the compared OMol25 structures with the same formula, charge and spin, the calculation gives 2.353 eV. For the HOMO-LUMO gap, the calculation gives 9.2 eV.

Structure (XYZ):
```
24
Properties=species:S:1:pos:R:3:forces:R:3
C 1.915 2.251 0.549 3.070 -3.065 0.027
C 0.918 1.197 0.876 0.602 0.797 -1.332
C -0.109 0.861 0.068 0.496 -0.866 2.907
C -1.099 -0.152 0.357 1.062 -4.368 1.155
C -2.547 -0.108 0.014 -1.678 -0.980 0.441
N -3.007 0.597 -1.026 0.167 -0.288 0.316
O -3.320 -0.823 0.640 0.446 -0.263 0.493
N -0.896 -1.143 1.562 4.363 3.075 -0.216
C -0.665 -1.917 0.345 3.286 4.849 -0.011
C 0.856 -2.093 -0.117 -2.256 0.958 2.665
N 1.016 -2.998 -1.045 -3.016 -1.235 -1.056
O 1.676 -1.440 0.475 0.707 0.096 0.099
H 3.045 1.926 0.833 -2.728 0.423 -0.442
H 1.970 2.463 -0.465 -0.175 0.814 -1.858
H 1.716 3.053 1.140 -0.458 2.744 1.556
H 1.287 0.877 1.829 -1.077 -1.429 0.532
H -0.422 1.421 -0.748 0.341 1.156 -1.671
H -2.380 1.324 -1.349 -1.097 0.067 -0.760
H -4.022 0.375 -1.215 1.759 1.151 -0.094
H -1.711 -1.143 2.130 -1.357 -0.925 0.304
H 0.039 -0.891 2.171 -2.568 -0.883 -2.086
H -1.328 -2.629 0.113 -2.835 -2.196 -0.801
H 0.260 -3.474 -1.519 -0.700 0.421 0.661
H 1.779 -3.279 -1.534 3.647 -0.055 -0.828
```
Positions in Å, forces in eV/Å.

5.
Molecular formula: C7H12N4
Method: DFT, the ωB97M-V functional and the def2-TZVPD basis

The LUMO energy is -8.9 eV. The calculation puts the calculated total energy at -13395.1519 eV. As for the HOMO energy: -16.052 eV. As for the net charge: +2. For the energy above the lowest of the compared OMol25 structures with the same formula, charge and spin, the calculation gives 2.486 eV. For the HOMO-LUMO gap, the calculation gives 7.1 eV.

Structure (XYZ):
```
23
Properties=species:S:1:pos:R:3:forces:R:3
C 1.783 1.307 1.608 1.568 -0.061 -0.443
C 2.094 0.951 0.314 0.045 -1.208 0.431
C 0.470 1.150 2.095 1.651 1.272 1.764
C -1.454 -0.042 -0.243 0.273 1.303 0.660
C -0.086 0.410 -0.082 0.673 -1.861 0.141
C -1.693 0.393 1.074 -2.653 -2.160 -0.753
C -2.028 -0.807 -1.322 -0.561 -0.680 -2.632
N -0.361 0.747 1.252 0.330 1.045 -0.922
N -2.607 0.278 2.027 2.463 1.145 0.052
N 1.832 -1.232 -2.266 2.827 -2.208 1.271
N 1.150 0.281 -0.549 -1.859 3.535 3.410
H 2.543 1.599 2.339 -0.144 0.207 -0.663
H 3.145 0.995 -0.058 -1.067 0.081 0.259
H 0.193 1.436 3.101 -0.105 -0.257 0.106
H 2.530 -0.804 -2.814 0.734 1.242 -1.104
H -2.991 -0.499 -1.817 0.886 0.061 0.881
H -2.120 -1.865 -1.093 -0.225 -0.204 0.358
H -1.275 -0.807 -2.154 -0.685 0.182 0.514
H -2.439 0.643 2.963 -0.140 -0.100 -0.315
H -3.520 0.011 1.812 -1.665 -0.589 -0.436
H 1.064 -1.451 -2.785 -2.466 -1.140 -2.359
H 2.323 -2.086 -1.960 -0.706 0.051 0.050
H 1.447 -0.607 -1.440 0.827 0.343 -0.268
```
Positions in Å, forces in eV/Å.

6.
Molecular formula: C7H12N4OS
Method: DFT, the ωB97M-V functional and the def2-TZVPD basis

The LUMO energy is 0.6 eV. The calculation puts the calculated total energy at -26290.9915 eV. As for the HOMO energy: -7.711 eV. For the energy above the lowest of the compared OMol25 structures with the same formula, charge and spin, the calculation gives 4.725 eV. For the HOMO-LUMO gap, the calculation gives 8.3 eV.

Structure (XYZ):
```
25
Properties=species:S:1:pos:R:3:forces:R:3
C -0.634 3.186 -0.348 -0.498 0.602 0.212
C -0.421 3.705 0.871 -1.435 2.143 2.151
C 0.359 -1.313 -1.960 -0.431 -0.324 -1.617
C 0.187 -2.764 -1.449 -1.514 0.589 -1.219
C 0.343 -0.242 -0.829 -2.933 -2.403 2.296
C -0.523 -1.243 0.543 -1.933 1.565 -1.669
C 0.422 -1.712 1.550 3.239 2.852 1.799
N 0.535 1.738 0.943 -0.704 -0.652 -0.187
N -0.287 0.994 -1.007 -1.327 -1.068 -4.093
N -0.159 1.920 -0.199 2.313 -1.825 2.132
N -0.897 4.935 1.380 0.360 -1.010 -0.034
O 0.193 2.840 1.733 -0.407 1.889 -1.759
S -1.230 -2.676 -0.369 0.072 0.660 0.655
H -1.193 3.510 -1.218 0.285 -0.111 0.324
H 1.346 -1.288 -2.486 -0.824 0.321 0.115
H -0.505 -1.348 -2.740 1.521 1.372 1.342
H -0.172 -3.402 -2.282 0.550 0.307 0.277
H 1.051 -3.203 -1.049 1.164 -0.541 0.918
H 1.283 -0.083 -0.398 1.708 -0.196 0.625
H -1.435 -0.739 1.073 1.695 -0.409 -1.362
H 1.501 -1.693 1.231 -0.872 0.156 -0.001
H 0.282 -2.675 1.846 -0.763 -2.839 0.752
H 0.421 -1.105 2.516 -0.098 -0.426 -1.299
H -1.750 5.318 0.921 1.186 -0.617 0.891
H -0.792 5.046 2.404 -0.353 -0.037 -1.250
```
Positions in Å, forces in eV/Å.